# 1
{"formula": "CH8NO", "method": "ωB97M-V/def2-TZVPD", "elements": ["O", "N", "C", "H", "H", "H", "H", "H", "H", "H", "H"], "positions_angstrom": [[-0.8708, -0.6829, 0.1438], [1.6918, 0.0637, 0.4376], [-1.4028, 0.3128, -0.5692], [-1.0047, 1.2000, -0.1986], [0.6419, -0.2468, 0.5076], [1.9382, 0.9566, 0.8318], [2.0369, -0.0102, -0.4416], [-1.6838, -1.2144, 0.4578], [-0.9648, 0.1884, -1.6401], [-2.5194, 0.0490, -0.5449], [2.1374, -0.6162, 1.0157]], "lowdin_charge": [-0.170, 0.334, -0.182, 0.059, 0.123, 0.155, 0.102, 0.175, 0.124, 0.137, 0.144], "gap_ha": 0.41164, "spin_multiplicity": 1, "e_homo_ha": -0.5537, "charge": 1, "max_force_ha_per_bohr": 0.1196}

***

# 2
{"formula": "CH8NO2", "method": "ωB97M-V/def2-TZVPD", "elements": ["O", "O", "N", "C", "H", "H", "H", "H", "H", "H", "H", "H"], "positions_angstrom": [[0.8563, -0.6731, -2.4469], [-0.8845, -0.7265, 1.8462], [-0.1431, 0.4057, -0.0574], [-0.6296, 0.5256, 1.4177], [0.8376, 0.5871, -0.2708], [-0.2822, -0.5453, -0.3072], [1.4010, -0.2046, -3.0846], [-0.7260, 0.8534, -0.7620], [0.1349, 1.1270, 1.8973], [-1.5217, 1.1269, 1.3399], [1.3602, -1.4581, -2.2002], [-0.4029, -1.0182, 2.6279]], "lowdin_charge": [-0.040, 0.039, 0.212, -0.192, 0.156, 0.120, 0.061, 0.165, 0.145, 0.137, 0.062, 0.135], "gap_ha": 0.46266, "spin_multiplicity": 1, "e_homo_ha": -0.5937, "charge": 1, "max_force_ha_per_bohr": 0.0327}

***

# 3
{"formula": "CH8NO2", "method": "ωB97M-V/def2-TZVPD", "elements": ["O", "O", "N", "C", "H", "H", "H", "H", "H", "H", "H", "H"], "positions_angstrom": [[-2.2118, 0.5729, -0.6833], [1.3737, -1.2774, 1.7853], [1.0519, 0.1475, -0.4251], [0.1487, 0.8966, -1.0332], [1.9766, 0.0360, -0.8474], [0.8952, -0.4155, 0.4453], [0.8473, -2.0819, 1.6716], [-0.1644, 0.6437, -2.0541], [-0.0403, 1.9583, -0.8472], [-2.7187, -0.2487, -0.7453], [-2.6929, 1.0651, -0.0049], [1.5347, -1.2967, 2.7383]], "lowdin_charge": [-0.019, -0.036, 0.104, 0.133, 0.158, 0.083, 0.079, 0.116, 0.128, 0.084, 0.083, 0.088], "gap_ha": 0.32958, "spin_multiplicity": 1, "e_homo_ha": -0.5611, "charge": 1, "max_force_ha_per_bohr": 0.0408}

***

# 4
{"formula": "CH8NO3", "method": "ωB97M-V/def2-TZVPD", "elements": ["O", "O", "O", "N", "C", "H", "H", "H", "H", "H", "H", "H", "H"], "positions_angstrom": [[-0.1562, 0.2222, -0.1815], [-2.5518, 1.2636, 0.1548], [1.8735, 1.7373, -0.7871], [1.1190, -1.5458, 0.8859], [-0.1611, -1.0130, 0.3023], [-0.4492, -1.8049, -0.4520], [-1.6448, 0.9170, 0.0101], [-0.9077, -1.1833, 1.1147], [1.6545, 1.6859, -1.7115], [-3.0420, 0.8838, -0.5918], [1.7963, -1.4784, 0.1384], [1.4251, -0.9038, 1.6012], [1.0445, 1.2193, -0.4835]], "lowdin_charge": [-0.305, -0.130, -0.160, -0.026, -0.546, 0.085, -0.043, 0.086, -0.017, 0.010, 0.030, 0.032, -0.015], "gap_ha": 0.30562, "spin_multiplicity": 1, "e_homo_ha": -0.1445, "charge": -1, "max_force_ha_per_bohr": 0.0346}

***

# 5
{"formula": "CH8NO3", "method": "ωB97M-V/def2-TZVPD", "elements": ["O", "O", "O", "N", "C", "H", "H", "H", "H", "H", "H", "H", "H"], "positions_angstrom": [[-0.4260, 2.6137, 0.6272], [0.5638, 0.3786, -0.4512], [1.5047, -1.6799, -2.3803], [-1.2160, -0.3743, 1.0120], [0.1841, -0.3386, 0.6731], [0.9574, -2.1730, -3.0519], [-0.1301, 1.6969, 0.1673], [0.0335, 2.4321, 1.4443], [-1.7731, -0.3638, 0.1153], [0.2845, -1.4468, 0.4486], [-1.5849, 0.5130, 1.4640], [0.9035, -1.2289, -1.7790], [0.6986, -0.0290, 1.7106]], "lowdin_charge": [-0.191, -0.340, -0.110, -0.084, -0.584, 0.040, 0.005, -0.023, 0.071, 0.079, 0.052, -0.026, 0.112], "gap_ha": 0.28563, "spin_multiplicity": 1, "e_homo_ha": -0.1366, "charge": -1, "max_force_ha_per_bohr": 0.0758}

***

# 6
{"formula": "CH8NS", "method": "ωB97M-V/def2-TZVPD", "elements": ["S", "N", "C", "H", "H", "H", "H", "H", "H", "H", "H"], "positions_angstrom": [[-0.9173, 0.3666, -0.2022], [1.7934, -0.9117, -1.2242], [-1.4065, 1.0604, 1.3937], [-1.9111, -0.5140, -0.3719], [1.4546, -0.3577, -0.4172], [-1.7609, 2.0709, 1.2644], [-0.5500, 1.0741, 2.0658], [1.1403, -1.7022, -1.2641], [2.7465, -1.2205, -1.0326], [-2.2064, 0.5002, 1.8606], [1.6175, -0.3661, -2.0723]], "lowdin_charge": [0.670, 0.275, -0.441, -0.126, 0.062, 0.030, 0.033, 0.144, 0.158, 0.043, 0.153], "gap_ha": 0.34163, "spin_multiplicity": 1, "e_homo_ha": -0.4908, "charge": 1, "max_force_ha_per_bohr": 0.0220}

***

# 7
{"formula": "CH8NS2", "method": "ωB97M-V/def2-TZVPD", "elements": ["S", "S", "N", "C", "H", "H", "H", "H", "H", "H", "H", "H"], "positions_angstrom": [[0.8219, 0.2457, 0.3475], [-0.8345, 1.0607, -0.5975], [-1.9199, -1.5568, 0.5733], [2.2577, 1.2696, -0.1333], [-1.0464, -1.0470, 0.7738], [-2.4629, -1.6443, 1.4326], [-0.4346, 0.8876, -1.8692], [2.7710, 0.8177, -0.9725], [2.8601, 1.3410, 0.7640], [1.8657, 2.2475, -0.3930], [-2.2479, -1.1043, -0.2839], [-1.6302, -2.5175, 0.3581]], "lowdin_charge": [0.398, 0.368, 0.262, -0.398, -0.015, 0.163, -0.151, 0.041, 0.038, 0.036, 0.099, 0.160], "gap_ha": 0.33405, "spin_multiplicity": 1, "e_homo_ha": -0.4745, "charge": 1, "max_force_ha_per_bohr": 0.0383}

***

# 8
{"formula": "CH8O2", "method": "ωB97M-V/def2-TZVPD", "elements": ["O", "O", "C", "H", "H", "H", "H", "H", "H", "H", "H"], "positions_angstrom": [[0.5477, 1.5025, 1.4078], [0.8509, -1.3765, 0.1663], [-1.3299, -0.2138, -1.6834], [0.4096, -2.1528, 0.5497], [-1.8945, 0.5658, -2.1909], [-0.2735, 1.9661, 1.2779], [1.2747, 1.9750, 1.8335], [-0.9492, -0.8193, -2.5085], [-0.4074, 0.0116, -1.1506], [0.8210, -0.7408, 0.9067], [-1.9465, -0.7136, -0.9320]], "lowdin_charge": [-0.046, -0.080, -0.060, 0.047, 0.011, 0.037, 0.051, 0.019, -0.015, 0.018, 0.019], "gap_ha": 0.43046, "spin_multiplicity": 1, "smiles": "C.O.O", "e_homo_ha": -0.4054, "charge": 0, "max_force_ha_per_bohr": 0.0309}

***

# 9
{"formula": "CH8O2S2", "method": "ωB97M-V/def2-TZVPD", "elements": ["S", "S", "O", "O", "C", "H", "H", "H", "H", "H", "H", "H", "H"], "positions_angstrom": [[1.7662, -0.1678, 0.7207], [1.2546, -1.9227, -0.2772], [-1.6373, -0.1430, -1.0266], [-1.3628, -0.1878, 1.7848], [1.5040, 1.0690, -0.5747], [-1.3377, -0.9694, 2.3441], [1.4557, 2.0328, -0.0779], [0.1504, -1.4197, -0.8555], [-0.4346, 0.0767, 1.6718], [-1.6576, -0.1622, -0.0519], [0.5430, 0.9062, -1.0656], [2.3164, 1.0353, -1.2952], [-2.5603, -0.1473, -1.2968]], "lowdin_charge": [0.381, 0.335, -0.094, -0.086, -0.458, 0.058, 0.034, -0.212, -0.040, -0.005, 0.009, 0.032, 0.045], "gap_ha": 0.33759, "spin_multiplicity": 1, "smiles": "CSS.O.O", "e_homo_ha": -0.3172, "charge": 0, "max_force_ha_per_bohr": 0.0069}

***

# 10
{"formula": "CH8SSi2", "method": "ωB97M-V/def2-TZVPD", "elements": ["S", "Si", "Si", "C", "H", "H", "H", "H", "H", "H", "H", "H"], "positions_angstrom": [[3.0884, 0.2365, 0.0058], [-2.3172, -0.1221, 0.2590], [-0.5184, 1.2051, -0.2652], [1.6064, -0.7203, -0.1905], [-0.0231, 2.2223, 0.6579], [-3.1920, 0.4835, 1.2739], [1.3877, -1.3532, 0.6564], [1.5338, -1.1967, -1.1567], [-0.3847, 1.7310, -1.6253], [3.8821, -0.7125, 0.5328], [-1.9044, -1.4271, 0.7740], [-3.1588, -0.3466, -0.9222]], "lowdin_charge": [0.540, 0.385, 0.550, -0.597, -0.134, -0.128, -0.029, -0.035, -0.138, -0.167, -0.122, -0.124], "gap_ha": 0.27593, "spin_multiplicity": 1, "e_homo_ha": -0.2949, "charge": 0, "max_force_ha_per_bohr": 0.0621}